--- one ---
Computed, not measured: one molecule with the formula C2H7N3O, with the ωB97M-V functional and the def2-TZVPD basis.

```
! RIJCOSX wB97M-V def2-TZVPD def2/J DEFGRID3
* xyz 0 1
C -1.63227 -1.14278 -0.66435
C -0.29664 -0.66877 -0.16168
O 0.79154 -1.42822 -0.55006
N -0.14678 0.47406 0.34847
N 1.01003 1.16521 0.26730
N 1.29414 2.09048 1.24024
H -1.37280 -1.28847 -1.71886
H -2.06173 -1.96680 -0.24898
H -2.52469 -0.42591 -0.69664
H 0.88392 -2.01028 -1.40689
H 1.81425 0.55755 0.15608
H 0.62736 2.81337 1.29786
H 1.61366 1.83055 2.13752
*
```

## Properties
- Kohn-Sham gap (Eh) = 0.319
- structure (SMILES) = C/C(O)=N/NN

---

--- two ---
Computed, not measured: one molecule with the formula C2H7N3O, with the ωB97M-V functional and the def2-TZVPD basis.

```
! RIJCOSX wB97M-V def2-TZVPD def2/J DEFGRID3
* xyz 0 1
H -2.45140 0.15586 -1.22399
N -1.63809 -0.52417 -1.03353
C -0.70213 -0.12627 -0.30320
C 0.30482 -1.13408 0.28555
O 1.53338 -0.92972 -0.50305
N -0.51575 1.06453 0.23824
N 0.75903 1.51883 0.72388
H -0.04429 -2.15004 0.04963
H 0.49456 -0.91084 1.37397
H 1.25855 -1.12885 -1.37958
H -1.30171 1.88881 0.17190
H 0.82662 0.90730 1.62474
H 1.47640 1.36865 -0.02455
*
```

## Properties
- Kohn-Sham gap (Eh) = 0.367
- structure (SMILES) = [H]/N=C(/CO)NN

---

Which is less stable than every other structure shown? one is.